# C32H72N7O6

13 unconnected molecules or ions with the total composition C32H72N7O6 in a non-equilibrium geometry (ωB97M-V with the def2-TZVPD basis set, the Open Molecules 2025 dataset).

Structure (XYZ):
```
117
Properties=species:S:1:pos:R:3:mulliken_charge:R:1
C 82.15 55.60 58.52 -1.1761
C 82.18 54.08 58.06 0.4773
C 83.32 54.05 56.96 -0.1123
N 83.62 52.68 56.52 1.9612
C 82.51 52.19 55.64 -1.4606
C 84.02 51.80 57.58 0.3632
C 84.79 50.81 56.90 0.6343
C 85.57 51.60 55.74 -0.7874
C 84.70 52.71 55.54 -0.1165
H 82.86 55.88 59.22 0.1022
H 81.19 55.80 58.94 0.3045
H 82.24 56.45 57.80 0.2105
H 81.15 53.63 57.74 -0.3894
H 82.27 53.60 58.92 0.5385
H 84.11 54.53 57.50 0.0858
H 83.01 54.69 56.09 -0.3221
H 81.66 51.76 56.21 0.1592
H 82.84 51.34 55.23 0.7653
H 81.85 52.91 55.25 0.1324
H 83.39 51.44 58.22 0.9818
H 84.86 52.23 58.24 -1.3867
H 84.22 50.00 56.50 -0.3062
H 85.72 50.37 57.54 -0.2207
H 85.63 51.03 54.83 -0.0155
H 86.53 51.90 56.06 0.3610
H 84.41 53.06 54.40 0.0328
H 85.27 53.41 55.94 -0.0036
C 89.01 55.34 58.20 -0.5082
C 88.49 54.60 56.96 0.4574
N 88.30 53.94 55.98 -0.5541
H 88.72 54.71 59.14 0.0123
H 90.08 55.49 57.88 0.3852
H 88.36 56.38 58.31 0.2063
C 81.88 56.62 53.66 -0.4925
C 81.93 55.28 53.14 0.3613
N 82.11 54.20 52.75 -0.5182
H 82.36 57.40 53.05 0.4418
H 81.02 57.19 53.99 0.1411
H 82.51 56.54 54.71 0.0443
C 86.44 56.20 53.77 -0.9283
C 85.93 56.43 55.22 0.5158
N 85.59 56.54 56.38 -0.5139
H 86.91 56.84 53.24 0.5710
H 86.65 55.12 53.39 0.2199
H 85.42 56.27 53.11 0.1606
C 79.04 49.86 58.63 -1.3118
C 80.39 50.46 59.27 0.5227
N 81.27 50.98 59.84 -0.4684
H 78.29 49.37 59.13 0.4733
H 78.68 50.41 58.11 0.4661
H 79.41 49.14 57.82 0.3218
C 82.16 48.27 53.74 -0.6967
C 82.06 48.62 55.21 0.2300
N 81.83 48.85 56.27 -0.2449
H 81.23 47.93 53.48 0.4133
H 82.63 49.20 53.38 0.1728
H 82.96 47.54 53.95 0.2016
C 77.44 53.50 54.89 -0.9358
C 78.60 54.42 55.38 0.2263
N 79.53 55.09 55.69 -0.1175
H 78.00 52.76 54.47 0.3387
H 77.02 53.10 55.82 0.2823
H 76.78 54.17 54.26 0.3055
C 79.89 58.75 57.66 -0.6461
C 79.92 58.97 56.10 -0.0778
O 81.24 59.24 55.55 -0.4674
H 80.64 59.16 58.18 0.5718
H 80.34 57.83 57.72 -0.2702
H 78.74 58.82 57.96 0.2124
H 79.37 59.84 56.05 0.4466
H 79.52 57.94 55.56 0.0175
H 81.29 60.03 55.27 0.2228
C 78.62 54.06 59.46 -0.5050
C 77.98 55.36 59.02 0.2056
O 77.83 56.11 60.20 -0.5509
H 77.93 53.16 59.68 0.3528
H 79.51 54.25 60.01 0.3463
H 79.02 53.70 58.50 -0.1477
H 77.10 55.47 58.31 0.2913
H 78.58 56.02 58.34 -0.2774
H 77.43 57.00 60.02 0.3112
C 87.96 51.43 59.36 -0.4134
C 87.14 50.76 60.45 -0.3644
O 85.84 51.34 60.30 -0.3694
H 88.15 52.43 59.84 0.0409
H 87.66 51.60 58.43 0.0714
H 88.98 50.72 59.27 0.2836
H 87.38 50.86 61.55 0.3311
H 87.04 49.70 60.22 0.2820
H 85.35 50.93 61.02 0.2142
C 84.85 46.77 56.26 -0.5851
C 84.82 47.36 57.73 0.3611
O 84.98 46.44 58.76 -0.6121
H 83.84 46.26 56.20 0.2451
H 85.46 45.73 56.10 0.3746
H 85.00 47.49 55.59 -0.1000
H 83.91 47.87 57.92 0.1334
H 85.57 48.23 57.69 -0.1010
H 84.79 46.86 59.76 0.3496
C 85.70 51.16 51.80 -0.7269
C 86.31 49.84 51.88 -0.3033
O 85.80 49.21 52.92 -0.3760
H 85.90 51.52 50.86 0.5327
H 86.04 51.99 52.49 -0.0016
H 84.49 51.08 51.81 0.1175
H 87.40 49.96 52.13 0.2613
H 86.25 49.18 50.97 0.3162
H 86.22 48.57 53.36 0.1945
C 85.83 56.19 61.11 -1.1427
C 86.27 54.71 61.00 -0.3148
O 85.83 54.04 59.76 -0.2838
H 85.82 56.64 62.14 0.3280
H 84.85 56.22 60.78 0.1649
H 86.22 56.92 60.43 0.3213
H 85.86 54.14 61.97 0.2634
H 87.33 54.55 61.08 0.3808
H 85.80 53.08 60.14 0.0974
```

Output
**DFT total energy**: -2096.2622 hartree
**Net charge**: +1
**Relative energy (zero: lowest compared OMol25 entry of this formula, charge and spin)**: 65.1 kcal/mol
**HOMO**: -11.4 eV
**LUMO level**: -1.78 eV